# 1
One molecule with the formula CHOP3 in a non-equilibrium geometry. Source: the OMol25 dataset; level of theory: ωB97M-V/def2-TZVPD.

## Properties
spin multiplicity = 1
HOMO-LUMO gap (alpha / beta) = 0.2631 / 0.2631 Eh
energy relative to the best compared isomer or geometry (same formula, charge and spin) = 29.0 kcal per mole
structure (SMILES) = O=P1=P2=P[C@H]12
highest occupied orbital energy (alpha / beta) = -0.3351 / -0.3351 hartree

CARTESIAN COORDINATES (ANGSTROEM)
C 0.6189 -0.2133 0.4085
O -1.8536 1.5365 0.1659
P 1.1067 -1.7304 -0.2748
P 0.3017 -0.3036 -1.4893
P -1.2781 0.1644 0.1856
H 1.1045 0.5465 1.0042

Atomic partial charges in e from the Mulliken method, atoms 1 to 5: C -0.19; O -0.52; P -0.01; P -0.04; P 0.31


# 2
C34H37Cl3N5O2SSr as an isolated structure. Source: the OMol25 dataset; level of theory: ωB97M-V/def2-TZVPD.

## Properties
spin multiplicity = 1
HOMO-LUMO gap = 0.2734 Eh
total charge = +1
energy relative to the best compared isomer or geometry (same formula, charge and spin) = 0.0 kcal per mole
highest occupied orbital energy = -0.3526 hartree

CARTESIAN COORDINATES (ANGSTROEM)
Sr -1.0468 0.4969 -1.1784
C 0.3265 -1.7983 -4.0574
C -0.1025 -2.5757 -2.8122
C -1.4989 -3.1513 -2.8646
C -1.6604 -4.5258 -2.9511
C -2.9254 -5.0939 -2.9738
C -4.0348 -4.2766 -2.8875
C -3.9192 -2.8894 -2.8042
C -5.1899 -2.0825 -2.6521
C -6.0486 -2.0590 -3.9178
C -2.6357 -2.3267 -2.8236
N -2.4303 -0.9220 -2.7359
C -3.0178 -0.1615 -3.6139
C -2.9260 1.2496 -3.6574
C -3.6142 2.0980 -4.5350
C -3.2543 3.3965 -4.1905
C -2.3594 3.2761 -3.1235
N -2.1468 1.9938 -2.7835
H 1.3629 -1.4603 -3.9702
H -0.3051 -0.9282 -4.2373
H 0.2606 -2.4369 -4.9386
H 0.0089 -1.9490 -1.9165
H 0.5936 -3.4023 -2.6540
H -0.7823 -5.1597 -2.9954
H -3.0406 -6.1677 -3.0379
H -5.0255 -4.7166 -2.8677
H -4.9670 -1.0635 -2.3373
H -5.7739 -2.5314 -1.8443
H -5.5223 -1.5963 -4.7542
H -6.9701 -1.5012 -3.7493
H -6.3180 -3.0700 -4.2249
H -3.6244 -0.6198 -4.3972
H -4.2929 1.7861 -5.3144
H -3.5898 4.3139 -4.6456
H -1.8608 4.0776 -2.5955
Cl 4.4454 -2.7998 0.7687
C 3.6554 -1.6883 1.8426
C 3.8712 -0.3298 1.7046
C 3.2065 0.5366 2.5581
C 2.3393 0.0844 3.5489
C 1.6848 1.1234 4.4400
C 0.1704 1.0848 4.6533
N -0.6620 0.9722 3.4562
C -2.0365 0.9614 3.5077
C -2.4688 0.8469 2.2247
N -1.3832 0.7841 1.3806
C -0.3182 0.8636 2.1613
O 2.2048 1.0381 5.7551
C 3.2685 1.9547 6.0239
C 2.7797 3.3701 6.0294
C 3.0645 4.3175 5.0919
Cl 4.0848 4.1349 3.7164
S 2.2866 5.8161 5.3852
C 1.5521 5.1889 6.8008
C 1.8939 3.8945 7.0200
C 2.1768 -1.2972 3.6765
Cl 1.1622 -1.9830 4.9001
C 2.8173 -2.1847 2.8262
H 4.5566 0.0441 0.9560
H 3.3679 1.6040 2.4581
H 1.9312 2.0980 4.0032
H -0.0854 2.0157 5.1605
H -0.0745 0.2612 5.3179
H -2.5681 1.0343 4.4405
H -3.4807 0.8049 1.8594
H 0.7012 0.8355 1.8151
H 4.0826 1.8221 5.3059
H 3.6350 1.6741 7.0098
H 0.9162 5.8209 7.3994
H 1.5432 3.3152 7.8629
H 2.6669 -3.2490 2.9375
C 3.1748 1.2794 -3.0298
N 3.3507 0.0505 -2.2663
C 4.5193 -0.7674 -2.5603
C 2.4228 -0.3568 -1.4201
O 1.3729 0.2652 -1.1819
H 4.1519 1.7165 -3.2225
H 2.5686 1.9793 -2.4625
H 2.6836 1.0726 -3.9823
H 5.4288 -0.1988 -2.3681
H 4.5102 -1.0721 -3.6072
H 4.5149 -1.6532 -1.9295
H 2.6452 -1.3082 -0.9250

Atomic partial charges in e from the Mulliken method, atoms 1 to 5: Sr 2.69; C -0.81; C -0.04; C 0.93; C -0.86


# 3
CH2FIS as an isolated structure in a non-equilibrium geometry. Source: the OMol25 dataset; level of theory: ωB97M-V/def2-TZVPD.

## Properties
spin multiplicity = 1
HOMO-LUMO gap (alpha / beta) = 0.2245 / 0.2223 Eh
energy relative to the best compared isomer or geometry (same formula, charge and spin) = 47.7 kcal per mole
highest occupied orbital energy (alpha / beta) = -0.3563 / -0.3545 hartree

CARTESIAN COORDINATES (ANGSTROEM)
C 0.7239 -0.0013 -0.0991
F 0.0045 0.9301 -0.7602
S -0.3123 -1.4313 0.2668
I -2.9734 0.3829 0.5098
H 1.1323 0.3403 0.8800
H 1.4249 -0.2207 -0.7973

Atomic partial charges in e from the Mulliken method, atoms 1 to 5: C -0.15; F -0.21; S -0.14; I 0.04; H 0.24